Density functional theory data (ωB97M-V with the def2-TZVPD basis set) for a cluster of 2 separate species, C3H10FN2 in total in a non-equilibrium geometry.

The geometry in XYZ format:
```
16
Properties=species:S:1:pos:R:3:forces:R:3:nbo_charge:R:1
C -1.779 0.923 -0.535 -0.22 1.78 1.37 -0.85
C 1.069 0.091 0.616 -1.06 4.25 -0.41 -0.36
C 0.419 -0.968 -0.049 -1.61 -2.55 -0.61 0.85
N -0.188 -2.009 0.487 0.16 -0.18 1.32 -0.71
N 2.012 0.893 -0.048 -1.61 -0.93 -3.52 -0.84
F 0.255 -0.824 -1.326 0.48 -0.76 0.07 -0.24
H -0.841 0.928 -0.996 1.11 0.66 -1.03 0.19
H -1.812 1.783 0.206 -0.08 -1.54 -0.42 0.24
H -2.525 1.119 -1.242 -1.01 0.33 -1.18 0.25
H 1.468 -0.165 1.504 0.98 -1.25 3.27 0.26
H 0.139 0.778 0.850 0.90 -1.37 0.04 0.29
H -0.723 -2.670 -0.099 0.39 0.70 0.20 0.46
H -0.216 -2.251 1.543 0.46 0.91 -2.43 0.47
H 1.852 1.141 -1.024 0.02 -0.08 0.70 0.40
H 2.790 1.310 0.331 1.65 0.59 1.51 0.41
H -1.918 -0.081 -0.218 -0.56 -0.57 1.11 0.19
```
Forces are in eV/Å.

Summary:
energy above the lowest of the compared OMol25 structures with the same formula, charge and spin	40.5	kcal/mol
total energy	-8962.4172	eV
2S+1	1
HOMO	-13.75	eV
total charge	+1